# C35H37N3O6

A single C35H37N3O6 molecule at a distorted geometry (ωB97M-V/def2-TZVPD, the OMol25 dataset).

Computed properties:
LUMO energy in eV: -0.08
Relative energy (zero: lowest compared OMol25 entry of this formula, charge and spin) in kcal per mole: 0.0
HOMO in hartree: -0.2676
Total charge: 0
Molar mass in g mol⁻¹: 595.70
SMILES: COc1ccc(-c2c(-c3ccccc3)c(C(=O)C(=O)NCCCN(C)C)n3ccc4cc(OC)c(OC)cc4c23)cc1OC

Last column: Löwdin charge in e.
Atoms and positions in Å:
C: 2.96489 5.81224 1.19002  -0.086
H: 3.49565 6.71306 0.88599  0.094
O: 3.14517 4.89504 0.14159  -0.066
C: 2.55903 3.66896 0.24895  -0.199
C: 1.81700 3.22753 1.33032  0.000
C: 1.27540 1.94961 1.34669  -0.022
C: 1.46975 1.09375 0.27802  -0.209
C: 2.19730 1.53999 -0.82927  0.018
C: 2.74899 2.80600 -0.85464  -0.198
O: 3.49405 3.31365 -1.87825  -0.068
C: 3.68507 2.51745 -3.02035  -0.081
H: 4.28470 3.12033 -3.70041  0.096
H: 2.73431 2.26643 -3.50189  0.099
H: 4.22516 1.59267 -2.78692  0.092
H: 2.32204 0.86673 -1.66294  0.126
C: 0.90426 -0.25976 0.27359  -0.052
C: -0.46351 -0.55511 0.34274  -0.045
C: -0.60659 -1.95264 0.28138  -0.077
N: 0.66290 -2.49300 0.22161  0.057
C: 1.01091 -3.80469 0.11024  -0.010
C: 2.31074 -4.15667 -0.00157  -0.002
C: 3.33958 -3.17131 0.03469  -0.157
C: 4.69767 -3.52223 -0.03246  0.038
C: 5.68562 -2.56935 0.03665  -0.190
C: 5.32249 -1.20024 0.20368  -0.182
C: 3.99606 -0.84843 0.26657  0.061
C: 2.97997 -1.81267 0.16162  -0.067
C: 1.59419 -1.48008 0.20064  -0.049
H: 3.71314 0.17799 0.41469  0.093
O: 6.36139 -0.33208 0.29153  -0.055
C: 6.07828 1.03396 0.47888  -0.060
H: 7.04658 1.52897 0.52637  0.098
H: 5.50085 1.44854 -0.35313  0.089
H: 5.53394 1.20859 1.41248  0.104
O: 7.01961 -2.80820 -0.02806  -0.057
C: 7.45371 -4.13691 -0.17872  -0.079
H: 7.08328 -4.57826 -1.10990  0.098
H: 8.54083 -4.08881 -0.21053  0.095
H: 7.14353 -4.75990 0.66669  0.098
H: 4.94361 -4.56717 -0.13660  0.111
H: 2.57994 -5.19639 -0.09425  0.113
H: 0.20081 -4.51582 0.12528  0.118
C: -1.79407 -2.74764 0.23097  -0.237
O: -1.85927 -3.93418 0.55507  0.061
C: -3.04393 -2.10026 -0.38213  -0.416
O: -2.99970 -1.14132 -1.12914  0.084
N: -4.14367 -2.80143 -0.07199  0.084
C: -5.45818 -2.57966 -0.62369  -0.167
C: -6.38903 -1.87054 0.36396  -0.156
H: -6.26106 -2.28887 1.36428  0.109
H: -7.42141 -2.03146 0.05311  0.102
C: -6.08585 -0.36998 0.37746  -0.218
N: -6.43565 0.21253 -0.90838  -0.277
C: -7.78253 0.73419 -0.92819  -0.109
H: -7.91197 1.60789 -0.26682  0.085
H: -8.03612 1.03202 -1.94502  0.082
H: -8.47906 -0.04155 -0.61354  0.077
C: -5.47254 1.18379 -1.38085  -0.093
H: -5.74714 1.48511 -2.39161  0.084
H: -5.42549 2.08482 -0.74946  0.079
H: -4.48714 0.72246 -1.41037  0.066
H: -6.62371 0.11804 1.20588  0.120
H: -5.01710 -0.23402 0.54810  0.088
H: -5.87644 -3.54646 -0.91739  0.121
H: -5.34778 -1.94481 -1.50588  0.120
H: -3.99572 -3.61167 0.51659  0.139
C: -1.50720 0.42764 0.61149  -0.185
C: -1.56396 1.62950 -0.08761  -0.021
C: -2.49853 2.58930 0.24974  -0.074
C: -3.38015 2.36966 1.29493  -0.100
C: -3.33737 1.17238 1.98942  -0.092
C: -2.40969 0.20583 1.64928  -0.031
H: -2.36794 -0.72447 2.19967  0.124
H: -4.02587 0.99318 2.80315  0.106
H: -4.10144 3.12676 1.56690  0.103
H: -2.53844 3.51578 -0.30436  0.107
H: -0.88209 1.79985 -0.90598  0.125
H: 0.70546 1.62168 2.20212  0.126
H: 1.65216 3.87215 2.17858  0.105
H: 1.90657 6.04985 1.34159  0.097
H: 3.39079 5.44216 2.12911  0.096